No. 1
{
  "formula": "C18H21NO3",
  "method": "ωB97M-V with the def2-TZVPD basis set",
  "total_energy_ev": -26636.2041,
  "homo_lumo_gap_ev": 8.21,
  "molar_mass_g_mol": 299.4,
  "de_lowest_ev": 3.872,
  "e_lumo_ev": 0.65,
  "species": ["H", "H", "H", "H", "H", "O", "C", "C", "N", "H", "C", "H", "C", "H", "C", "C", "O", "C", "H", "H", "H", "C", "O", "C", "C", "H", "C", "H", "H", "H", "C", "H", "C", "H", "H", "H", "H", "H", "C", "C", "C", "C", "C"],
  "coordinates": [[-2.71118, 1.01188, -2.34716], [0.87804, 5.28135, 0.01891], [-4.25500, -0.61545, -2.41006], [-4.18377, -0.89884, -0.62733], [2.20393, -0.64247, 1.95982], [4.30855, -4.01554, 0.70800], [-0.85394, 1.84177, -0.38484], [0.42029, -1.34887, -0.92125], [0.84218, -1.06838, 0.52841], [-0.29836, -2.15856, -0.92321], [-0.73928, 4.02781, 0.49311], [-3.49490, 1.28502, -0.95850], [-0.17118, -0.52453, 1.47183], [1.03137, -3.77616, 1.21481], [0.45247, 4.26527, -0.13232], [-3.55455, -0.75465, -1.55639], [0.64817, 0.94705, -1.80961], [4.14792, -2.62251, 0.68797], [2.92968, -5.58445, 0.92707], [1.20868, -1.72498, -1.46632], [-2.82220, -1.53014, -1.72695], [1.06911, 3.22042, -0.84041], [-1.11875, 5.02030, 1.37577], [3.09035, -4.57718, 0.92277], [2.08521, -3.62492, 1.10676], [-2.28191, 2.70972, 1.00753], [0.38112, 2.00030, -1.07231], [-2.16896, 0.26986, 1.48915], [2.83903, -0.36213, 0.25971], [-1.98784, -1.22835, 0.49097], [-2.77899, 0.53114, -1.40732], [2.07664, 3.40663, -1.27003], [-0.31370, -0.08583, -1.54257], [-0.26026, -1.16231, 2.34726], [0.27675, 0.42876, 1.79541], [4.88298, -1.77027, 0.55512], [-0.79030, -0.40128, -2.41244], [-1.67267, 4.63140, 2.09907], [2.24442, -1.06404, 0.91254], [-1.40929, 0.49441, -0.61015], [2.80289, -2.39571, 0.90130], [-1.39398, 2.84321, 0.35600], [-1.55875, -0.27872, 0.78989]],
  "forces_ev_per_a": [[1.097, 0.252, -1.314], [0.084, -1.112, -0.217], [0.504, -0.530, 0.511], [0.846, -0.426, -1.050], [0.468, -0.286, -0.931], [0.440, 0.542, -0.097], [1.025, 0.422, -0.993], [-2.011, 2.442, 3.363], [-1.471, -0.523, -1.956], [-0.493, -0.284, 0.060], [0.526, 1.284, 0.857], [0.863, -0.680, 0.306], [0.808, 0.608, -1.641], [-0.152, -0.037, 0.128], [0.906, -0.098, -0.407], [-0.947, 0.611, 0.635], [1.184, -1.349, -1.287], [-2.393, -0.257, 0.338], [0.535, -2.571, -0.075], [2.081, -0.266, -1.257], [-0.348, -0.818, -0.124], [0.759, -0.304, -1.439], [-1.247, -0.439, 0.926], [-1.521, 3.987, 0.523], [3.158, -0.580, -1.062], [0.343, -0.195, -0.715], [-2.098, 2.724, 2.773], [-0.494, 0.099, 0.003], [-0.337, -0.474, 0.677], [-0.350, -0.288, 0.568], [-0.918, 1.637, 2.112], [-0.853, -0.267, 0.174], [1.452, -1.621, 2.382], [-0.237, -0.215, 0.173], [-0.596, 0.085, 0.270], [-0.301, -2.173, 0.035], [-0.406, -0.313, -2.008], [0.651, 0.509, -1.091], [-1.673, 2.470, 0.413], [-0.958, -0.605, 0.412], [1.577, -0.670, 0.053], [-1.425, -0.203, 1.608], [1.926, -0.090, -1.635]]
}

=====

No. 2
{
  "formula": "C18H21NO3S2",
  "method": "ωB97M-V with the def2-TZVPD basis set",
  "total_energy_ev": -48292.7777,
  "homo_lumo_gap_ev": 7.42,
  "molar_mass_g_mol": 363.5,
  "de_lowest_ev": 17.744,
  "e_lumo_ev": -0.81,
  "species": ["H", "C", "H", "H", "H", "C", "C", "C", "H", "C", "H", "H", "H", "C", "C", "O", "C", "H", "H", "C", "S", "C", "N", "H", "H", "C", "H", "C", "O", "C", "H", "C", "O", "C", "C", "H", "H", "H", "H", "C", "S", "H", "C", "H", "H"],
  "coordinates": [[-0.60879, -1.31015, 1.09988], [-0.93756, -1.81650, -1.73001], [0.76501, 3.02280, -0.34302], [0.55329, -0.83922, 6.25947], [-2.32431, 0.76428, -2.92796], [0.99373, 1.66084, 3.58412], [0.60920, -0.31891, 5.49362], [-0.67076, -2.55572, -4.10244], [0.26834, 3.15890, 5.00148], [1.59690, 1.35698, 1.37729], [-0.13669, -0.62841, -3.67442], [1.93700, -1.15819, -2.45767], [1.58510, 3.11741, -1.69033], [-0.84833, 1.01823, -1.24234], [0.30629, 1.28039, 5.82550], [-1.35426, 0.84900, 2.23177], [0.15877, 1.71736, -1.92938], [-0.23029, -2.43793, -5.03861], [1.21232, -1.73112, 4.02701], [1.33779, -1.90963, -3.02191], [1.42893, 2.73946, 2.19398], [0.14746, -1.57849, -3.24963], [1.84410, -0.04802, 2.03718], [0.09409, 1.54423, 6.72433], [1.90409, -2.03031, -4.08551], [1.21067, -0.39373, 4.17309], [-0.59609, -2.70041, -1.24895], [1.05105, 2.48669, -1.11197], [0.25890, 1.39444, -3.21305], [-2.06252, 0.88364, -1.92981], [-0.49304, -3.74290, -3.68548], [1.28422, 0.38580, 3.18820], [-1.11757, 1.59209, 0.18230], [-1.30999, 0.51941, 1.10400], [-0.91317, -0.72818, 0.45831], [-2.64306, 1.99614, -1.76450], [1.51183, -3.01818, -2.58265], [-3.00594, 0.37122, -1.38111], [-1.64946, -2.50973, -4.24682], [-0.39127, -0.70164, -0.70700], [2.26487, 1.26665, -0.29126], [0.64421, -0.53898, -0.62596], [0.49111, 2.21640, 4.76190], [-1.85451, -1.48037, -2.04728], [-2.31165, -1.16563, 0.60565]],
  "forces_ev_per_a": [[3.581, -5.980, 6.701], [6.741, 4.283, -0.794], [-2.533, 2.296, 3.614], [-0.368, -5.769, 6.327], [1.075, -0.645, -2.015], [-0.147, 4.789, -1.239], [1.452, 13.249, -8.816], [5.113, -3.999, 2.085], [-0.506, 3.804, 0.048], [4.362, -7.052, -2.983], [0.540, 0.590, 0.466], [-0.161, -0.701, -0.179], [2.162, 1.894, -2.092], [-0.507, -3.664, 5.119], [2.612, -5.345, -8.178], [-1.467, -0.468, 1.826], [0.506, -2.577, -6.013], [0.794, -0.611, -2.151], [0.827, 4.027, -0.348], [14.333, -4.877, 0.592], [-1.371, 0.034, 1.936], [-16.906, 0.695, 0.717], [-2.760, 7.750, -3.348], [-1.744, 1.720, 5.634], [-0.757, 0.378, 2.089], [-3.642, -13.331, 10.575], [-0.735, -1.326, -0.205], [3.103, -3.172, -1.761], [0.361, 2.698, 5.697], [-8.827, 3.530, 2.255], [-0.234, 3.157, -1.289], [1.524, 2.377, -1.841], [-0.301, -1.720, -2.591], [3.417, 3.111, -1.781], [-12.355, 3.265, 4.403], [1.632, -2.260, -0.605], [-0.481, 2.477, -0.606], [2.680, 0.277, -0.672], [-4.391, 1.007, 0.055], [1.424, 2.016, -11.066], [-0.997, 1.243, 0.183], [1.546, -0.666, -0.340], [0.641, -6.777, 1.905], [-2.468, -0.405, -0.266], [3.233, 0.679, -1.048]]
}

=====

No. 3
{
  "formula": "C18H22BNO5",
  "method": "ωB97M-V with the def2-TZVPD basis set",
  "total_energy_ev": -31428.2809,
  "homo_lumo_gap_ev": 8.62,
  "molar_mass_g_mol": 343.2,
  "de_lowest_ev": 1.526,
  "e_lumo_ev": 0.50,
  "species": ["C", "B", "C", "C", "H", "C", "C", "H", "C", "H", "H", "H", "H", "H", "H", "O", "C", "H", "H", "C", "H", "O", "N", "O", "C", "H", "C", "H", "H", "C", "C", "C", "H", "O", "C", "H", "H", "C", "O", "H", "C", "C", "H", "H", "C", "H", "H"],
  "coordinates": [[1.37227, 1.18950, 1.05754], [-4.57135, 0.27113, -3.34706], [3.34088, -0.61890, 1.62085], [4.46030, 0.17787, -1.57659], [1.88910, -1.40015, 3.00626], [2.61924, 1.35360, 0.49042], [-4.74640, -0.25807, -1.86452], [-5.98935, -2.58448, 1.99581], [-2.01429, 0.79884, 1.28558], [-0.57695, 1.82865, 2.82827], [5.31502, 0.16236, -2.18030], [-3.37980, -0.37241, 2.24245], [4.95284, -1.90414, -0.10013], [-5.41211, -0.46861, -5.08200], [6.77594, 1.27324, -0.42166], [-1.73419, 1.46805, 0.34236], [5.60230, -1.11605, 0.13452], [6.15584, 1.43298, 1.18839], [-6.49288, -1.24770, -2.39399], [-3.81103, 0.01251, -0.92036], [-3.40405, 2.04941, -3.53413], [-5.03051, -0.70541, -4.22766], [-3.13866, -0.12186, 1.31448], [-4.02741, 1.43892, -3.91929], [-5.95152, -1.76300, -0.45722], [-2.99441, 0.63292, -1.15714], [-5.77612, -1.12695, -1.62653], [4.11884, -1.31315, 1.86423], [3.95635, -0.77068, -1.73047], [-1.15991, 0.90066, 2.49640], [-5.03216, -1.49494, 0.60969], [1.07094, 0.22924, 1.96507], [3.77466, 0.98278, -1.91538], [-5.22340, -1.96305, 1.90140], [5.89755, 1.39768, 0.16029], [2.90073, 2.17582, -0.13392], [5.99536, -1.24624, 1.16517], [4.90080, 0.24865, -0.09293], [-0.15201, -0.05749, 2.53428], [6.42973, -1.19382, -0.54610], [3.59917, 0.38588, 0.71055], [2.11779, -0.65195, 2.26974], [-1.74898, 0.59032, 3.39739], [0.56877, 1.85579, 0.67165], [-4.03322, -0.53417, 0.34582], [-6.87940, -2.30154, -0.28274], [5.46570, 2.35795, -0.08851]],
  "forces_ev_per_a": [[-1.899, 2.758, -1.399], [0.301, -0.006, -0.997], [-1.101, 0.537, 0.736], [-1.113, 0.500, 0.753], [0.114, -0.374, 0.219], [1.327, -1.238, 0.301], [1.128, 1.142, -2.272], [1.036, 0.938, -0.608], [-2.255, -0.959, -0.493], [-1.797, -0.254, -1.394], [1.353, 0.130, -1.140], [-0.063, -0.533, 0.798], [-1.021, -1.219, -0.149], [0.603, 0.266, 0.093], [0.902, -0.178, -0.591], [0.278, 0.832, -1.822], [0.742, 1.598, 1.150], [0.358, -0.020, 1.070], [-0.623, -0.329, -0.668], [-1.612, -0.974, 0.576], [-0.141, -0.085, 0.709], [-0.565, 0.582, -0.022], [2.563, 1.356, 2.076], [-0.777, -1.440, 0.079], [0.578, -0.018, 2.768], [0.721, 0.592, 0.260], [-0.637, 0.123, -0.751], [-0.129, -0.372, 0.193], [-0.299, -0.100, -0.074], [0.465, -0.052, 3.990], [-1.346, 0.506, -0.861], [1.013, -1.766, 0.267], [0.524, -0.356, 0.347], [-0.139, -0.302, -0.249], [-1.447, -0.297, -0.345], [-0.486, 0.407, -0.455], [-0.171, 0.104, -0.588], [-0.322, 0.129, -0.608], [1.331, -1.222, -0.677], [0.559, 0.083, -0.319], [0.855, -0.263, -0.115], [-0.621, -0.327, 0.442], [0.046, 0.555, -0.587], [0.611, -0.382, 0.579], [1.039, -0.042, -0.218], [0.324, -0.314, 0.140], [-0.204, 0.285, -0.143]]
}

=====

No. 4
{
  "formula": "C18H22BeKN4O14S",
  "method": "ωB97M-V with the def2-TZVPD basis set",
  "total_energy_ev": -81189.9342,
  "homo_lumo_gap_ev": 2.25,
  "molar_mass_g_mol": 598.6,
  "e_lumo_ev": -1.60,
  "total_charge": -1,
  "species": ["S", "N", "N", "H", "O", "H", "C", "O", "O", "O", "O", "O", "C", "C", "O", "H", "N", "H", "O", "H", "C", "K", "H", "H", "H", "C", "C", "H", "C", "C", "H", "C", "O", "H", "Be", "C", "H", "H", "H", "O", "O", "C", "H", "C", "H", "H", "H", "C", "H", "H", "O", "C", "C", "C", "O", "C", "N", "O", "H", "H", "C"],
  "coordinates": [[3.72846, -0.17088, -1.30045], [-1.32304, 4.65018, 2.09203], [0.49720, -7.13553, -1.95271], [-1.04143, 5.93095, 3.71238], [2.05678, -9.51780, 3.53268], [2.89020, 3.32415, 3.64620], [-3.65539, 3.87478, 2.05398], [1.19710, -4.51437, -1.87255], [4.13432, -0.43689, 0.32801], [-2.57960, 1.99252, -3.98108], [-3.07511, -0.56945, -4.95452], [-2.23818, 4.04755, 0.14086], [-3.91365, -1.15260, -1.45119], [4.08533, 2.77252, 1.97347], [2.74530, -4.43452, -3.51439], [-3.69527, -2.29703, -3.28215], [2.48435, 1.38967, 3.01249], [-0.49460, 4.26277, 3.96392], [3.23690, -1.41452, -1.76754], [-4.38163, 3.52230, 1.32781], [-3.78992, 0.27803, -0.93209], [-1.00423, -7.84309, -0.58730], [-0.49391, 4.83840, 1.55100], [0.46057, -6.05372, -2.04670], [4.57481, 3.73829, 1.95644], [-2.99110, 1.12202, -3.23388], [-3.21886, -0.28448, -3.78000], [2.12192, 1.95340, -2.79349], [2.52641, 2.06617, -1.78968], [3.82140, 0.60738, 1.16074], [-4.05354, 4.78396, 2.54172], [0.38508, 2.32301, -0.63085], [1.03959, -3.15706, -3.66278], [-0.36259, -7.55658, -2.33751], [-4.46102, 6.75419, 2.73032], [2.85220, 0.48082, 2.13223], [2.33709, -0.47293, 2.17306], [0.58380, -7.38504, -0.97019], [-3.17040, 2.26121, -1.39334], [-4.25037, -2.04318, -0.68742], [2.43243, 0.77998, -1.14095], [4.47315, 1.82579, 1.05218], [-2.22618, 4.64214, 3.99350], [3.13049, 2.54712, 2.93512], [5.22262, 2.01208, 0.30001], [1.31365, -7.47526, -2.47278], [3.54626, 2.45627, -1.82030], [-3.61677, -1.30971, -2.84041], [1.76867, 4.00034, -0.86037], [0.44191, 1.65692, 0.22216], [-4.07891, 0.59117, 0.21219], [-2.36344, 4.19263, 1.34191], [1.65548, -4.04333, -2.98500], [-1.27863, 4.88201, 3.52314], [0.51595, -9.68427, 2.02344], [-3.30110, 1.28212, -1.84789], [0.97243, -9.14839, 3.08420], [0.30967, -8.25946, 3.64353], [-0.52341, 2.46600, -1.20695], [-3.50049, 3.09192, 2.79761], [1.54125, 2.95931, -1.06186]],
  "forces_ev_per_a": [[0.436, 0.533, -0.734], [-0.289, 0.050, 0.086], [1.862, -0.200, -2.387], [-0.075, -0.012, 0.173], [-0.029, -0.131, -0.067], [-0.143, 0.014, 0.116], [0.011, -0.095, 0.015], [-1.361, -2.049, 0.476], [-0.919, 0.122, -0.012], [0.018, 0.290, 0.177], [0.050, 0.313, -0.149], [-0.104, 0.112, -0.195], [0.060, 0.618, 0.438], [0.883, 1.376, -0.132], [-0.350, -0.687, 0.810], [-0.063, -0.045, 0.122], [0.091, 0.372, 0.240], [-0.094, -0.001, 0.163], [-0.012, -0.869, 0.081], [0.061, -0.006, -0.066], [0.141, 0.511, -0.313], [-6.801, -2.602, 6.299], [0.035, -0.062, 0.003], [1.453, 2.519, 0.035], [-0.011, 0.094, 0.002], [-0.017, -0.584, -0.320], [-0.151, -0.396, 0.177], [0.188, 0.066, -0.176], [0.284, 0.327, 2.056], [0.835, 0.703, -0.261], [0.179, -0.678, -0.019], [0.343, 0.912, -0.170], [-0.627, -0.193, 0.790], [1.728, 0.581, -1.415], [-0.133, 0.624, 0.065], [-0.757, -1.574, -0.031], [-0.061, -0.052, 0.037], [3.302, 1.137, -1.552], [0.036, 0.054, -0.127], [-0.031, -0.340, -0.225], [0.666, -0.403, 0.212], [-0.510, -0.514, 0.367], [-0.027, -0.021, -0.041], [-0.080, -0.178, -0.114], [0.135, 0.012, -0.039], [0.123, 0.556, -0.086], [0.141, -0.193, -0.030], [0.184, -0.218, -0.167], [-0.739, 0.626, -1.931], [0.076, -1.763, -1.283], [-0.112, -0.373, 0.169], [0.038, -0.090, -0.025], [0.902, 0.721, -2.068], [0.413, 0.030, -0.341], [-0.228, 0.162, -0.834], [0.053, 0.138, 0.259], [-0.020, 0.289, 0.180], [-0.086, 0.023, -0.169], [-0.862, 1.441, 1.599], [-0.071, 0.076, 0.092], [0.034, -1.075, 0.237]]
}